(1)
Molecular formula: C20H20N6O9S
Method: DFT, wB97M-V/def2-TZVPD

Each line ends with the natural charge from an NBO analysis.
Geometry (Å):
C -1.65972 -4.50552 -0.99372  -0.26
H -2.44275 -5.04140 -1.52528  0.20
H -1.74683 -4.68928 0.07925  0.20
H -0.67966 -4.84646 -1.34024  0.17
O -1.87348 -3.13747 -1.30044  -0.51
C -0.95608 -2.24150 -0.77203  0.31
N -1.63524 -1.00385 -0.52778  -0.62
C -1.08615 -0.06916 0.27200  0.73
O -0.10672 -0.26663 0.95788  -0.61
C -1.81488 1.27908 0.24962  -0.43
C -3.30510 1.10087 0.40834  -0.07
C -3.83107 1.07141 1.69670  -0.17
C -5.18041 0.88383 1.90983  -0.26
C -6.04001 0.72200 0.82680  0.31
C -5.52231 0.75219 -0.46175  -0.30
C -4.16650 0.93490 -0.66753  -0.15
H -3.79041 0.97469 -1.67826  0.23
H -6.18274 0.63166 -1.31028  0.21
O -7.36330 0.54224 1.07391  -0.66
H -7.84327 0.44498 0.24248  0.48
H -5.59075 0.86026 2.90639  0.23
H -3.17310 1.19417 2.54388  0.22
C -1.36589 1.93342 -1.04756  0.82
O -1.68986 1.58522 -2.15107  -0.60
O -0.52478 2.92642 -0.79659  -0.68
H -0.14294 3.31784 -1.60304  0.52
H -1.41525 1.87259 1.07655  0.26
H -2.35094 -0.74615 -1.19344  0.43
C 0.39264 -2.04111 -1.55788  0.23
N 1.10243 -2.47109 -0.35911  -0.46
C -0.03370 -2.65335 0.41584  0.71
O -0.21707 -3.10850 1.50055  -0.54
C 2.34231 -1.91871 -0.04771  0.03
C 2.83852 -0.95499 -0.85442  0.02
C 4.12593 -0.26154 -0.59496  -0.54
H 4.43612 0.34818 -1.44087  0.25
H 4.91370 -0.94603 -0.28454  0.27
S 3.94354 0.86340 0.84578  0.34
C 3.12242 2.17128 0.07861  0.15
N 2.83949 2.35814 -1.19878  -0.37
N 2.21316 3.52552 -1.26693  -0.09
N 2.09986 4.06491 -0.12710  -0.06
N 2.65696 3.24732 0.76588  -0.19
C 2.69753 3.49760 2.17145  -0.42
H 2.26389 2.65086 2.70529  0.23
H 2.12320 4.40087 2.36532  0.24
H 3.72916 3.63239 2.50064  0.22
C 2.03722 -0.48306 -2.03910  -0.13
H 2.13544 0.60327 -2.13978  0.26
O 0.64823 -0.72924 -1.91325  -0.51
H 2.42463 -0.95871 -2.95582  0.18
C 3.03422 -2.42378 1.15810  0.78
O 3.97750 -1.88276 1.68420  -0.61
O 2.53335 -3.58060 1.57840  -0.65
H 2.95635 -3.85725 2.40630  0.51
H 0.55372 -2.73729 -2.39645  0.17

Computed properties:
**HOMO level**: -8.61 eV
**E_LUMO**: 0.2 eV
**Frontier orbital gap**: 8.793 eV
**Relative energy (zero: lowest compared OMol25 entry of this formula, charge and spin)**: 7.63 kcal/mol



(2)
Molecular formula: C3H12N2O
Method: DFT, wB97M-V/def2-TZVPD

Each line ends with the natural charge from an NBO analysis.
Geometry (Å):
N 1.92197 -2.09185 -0.34533  -0.87
C 1.24135 -1.74646 0.89992  -0.45
C 0.27995 -0.56509 0.80157  -0.50
C -1.17476 -1.00799 0.81489  -0.53
N -2.06087 0.14487 0.92710  -0.87
H 1.24156 -2.31026 -1.06686  0.34
H 2.42591 -2.97314 -0.18249  0.32
H 0.70207 -2.56853 1.34935  0.15
H 2.00044 -1.49982 1.64048  0.17
H 0.48003 -0.00378 -0.12004  0.20
H 0.44424 0.08973 1.66959  0.18
H -1.37005 -1.55772 -0.10736  0.17
H -1.27160 -1.71964 1.65336  0.14
H -1.71929 0.73975 1.67564  0.34
H -3.00820 -0.11733 1.15853  0.34
H -0.57149 5.21184 -3.27054  0.44
H 0.54973 5.92346 -4.09069  0.45
O -0.11097 6.05197 -3.40711  -1.01

Computed properties:
**<S²>**: 0.750
**HOMO level (spin up / spin down)**: 1.48 / -5.65 eV
**E_LUMO (spin up / spin down)**: 3.2 / 3.3 eV
**Multiplicity**: 2
**Frontier orbital gap (spin up / spin down)**: 1.700 / 8.953 eV
**Total charge**: -1
**Relative energy (zero: lowest compared OMol25 entry of this formula, charge and spin)**: 12.25 kcal/mol